13
Properties=species:S:1:pos:R:3:forces:R:3:mulliken_charge:R:1 method="wB97M-V/def2-TZVPD" total_charge=0 relative_energy_kcal_mol=31.5 lumo_ev=1.08 max_force_ev_per_a=4.92 smiles="CC(C)C=O"
C 1.015 -0.420 0.782 1.69 0.80 -0.36 -1.54
C 0.250 0.218 -0.327 -4.24 0.27 2.49 0.31
C -0.732 -0.867 -0.884 -0.05 2.77 1.52 -1.18
C -0.580 1.535 0.243 3.84 -1.31 0.50 -0.02
O -1.745 1.540 0.153 -2.24 0.98 0.12 -0.42
H 1.605 0.300 1.318 0.32 0.49 0.50 0.42
H 1.744 -1.070 0.331 0.31 -0.62 -0.02 0.39
H 0.448 -0.977 1.501 -0.70 -0.22 0.16 0.40
H 0.720 0.580 -1.144 2.64 1.21 -2.21 0.40
H -0.731 -0.871 -1.939 -0.29 -0.25 -1.12 0.33
H -1.694 -0.639 -0.435 -0.39 -0.22 -0.44 0.31
H -0.368 -1.727 -0.437 0.38 -2.21 0.18 0.36
H 0.068 2.398 0.839 -1.27 -1.69 -1.34 0.23